No. 1
A molecular structure, C3H8DyO3. Source: the OMol25 dataset; level of theory: ωB97M-V with the def2-TZVPD basis set.

The geometry in XYZ format:
```
15
Properties=species:S:1:pos:R:3:lowdin_charge:R:1
O 1.53 0.36 0.59 -0.259
C 0.97 -0.94 0.35 -0.167
C -0.49 -0.72 -0.09 -0.150
O 1.31 1.14 4.25 -0.339
Dy 2.80 1.18 2.64 2.178
H 1.02 -1.60 1.22 0.134
H 1.57 -1.41 -0.44 0.147
H -0.90 -1.68 -0.44 0.152
H -1.17 -0.31 0.67 0.142
O -0.38 0.24 -1.17 -0.227
H 1.13 0.96 -0.11 0.144
C -1.61 0.62 -1.74 -0.073
H -2.12 -0.25 -2.17 0.108
H -2.26 1.09 -0.99 0.103
H -1.39 1.33 -2.55 0.107
```

Values from the calculation:
⟨S²⟩: 12.6370
Multiplicity: 7
Energy above the lowest of the compared OMol25 structures with the same formula, charge and spin, kJ/mol: 0.0
Net charge: +2
Gap between HOMO and LUMO (spin up / spin down), eV: 5.363 / 3.907
Molar mass, g mol⁻¹: 254.6
Calculated total energy, eV: -33444.31344


No. 2
2 unconnected molecules or ions with the total composition C3H8F2N2. Source: the OMol25 dataset; level of theory: ωB97M-V with the def2-TZVPD basis set.

The geometry in XYZ format:
```
15
Properties=species:S:1:pos:R:3:lowdin_charge:R:1
C -2.29 0.17 1.06 0.001
C 1.60 -0.02 -0.38 -0.259
C -1.80 0.44 -0.36 -0.384
N 2.37 -0.16 -1.47 0.044
N 2.17 -0.39 0.77 0.000
F -2.44 1.55 -0.87 0.011
F -1.98 -0.70 -1.22 -0.028
H -1.63 0.70 1.80 0.105
H -2.15 -0.84 1.21 0.047
H -3.30 0.49 1.01 0.068
H -0.77 0.73 -0.39 0.065
H 3.33 -0.55 -1.30 0.101
H 2.11 -0.01 -2.37 0.040
H 1.67 -0.56 1.66 0.091
H 3.12 -0.85 0.84 0.099
```

Values from the calculation:
Energy above the lowest of the compared OMol25 structures with the same formula, charge and spin, kJ/mol: 165.2
Net charge: 0
Gap between HOMO and LUMO, eV: 9.447
Molar mass, g mol⁻¹: 110.1
Calculated total energy, eV: -11654.43118